A cluster of 2 separate species, C3H4N2O in total, computed with the ωB97M-V functional and the def2-TZVPD basis.

```
10
Properties=species:S:1:pos:R:3:forces:R:3
N 1.85297 0.75975 0.15110 0.00 -0.06 -0.16
C 0.61242 0.38429 0.52907 -0.39 0.01 0.58
N -0.17130 0.33278 1.44935 0.38 0.00 -0.53
O -1.30866 -0.03602 1.71278 0.06 0.02 -0.02
H 2.47601 0.00260 -0.09552 -0.04 0.05 0.06
H 1.89195 1.52173 -0.51218 -0.02 -0.02 0.08
C -1.79736 -0.81249 -0.41886 0.39 0.12 -0.14
C -0.76173 -0.57863 -1.01841 -0.43 -0.13 0.11
H -2.73903 -1.05012 0.02177 0.13 0.02 -0.09
H -0.05526 -0.52388 -1.81909 -0.09 -0.01 0.11
```
Forces are in eV/Å.

## Properties
HOMO (alpha / beta), Eh: -0.32860 / -0.32862
SMILES string: NC#[N+][O-].C#C
2S+1: 1
Energy relative to the best compared isomer or geometry (same formula, charge and spin), eV: 6.243
Frontier orbital gap (alpha / beta), hartree: 0.34748 / 0.34750